Entry 1:
16
Properties=species:S:1:pos:R:3:lowdin_charge:R:1 method="wB97M-V/def2-TZVPD" total_charge=0 e_homo_ev=-8.97 lumo_energy_ev=0.806 gap_ha=0.359 smiles="NC(=O)CCCS"
S -0.75 -0.19 -2.75 0.6600
O 1.95 0.36 -0.18 0.0586
N 1.28 0.28 1.97 0.1425
C 0.13 -1.14 0.37 -0.1180
C -1.14 -0.27 0.10 -0.2386
C -1.00 0.68 -1.09 -0.5112
C 1.24 -0.16 0.65 -0.5555
H 0.46 0.37 2.56 0.0959
H -2.07 -0.81 -0.02 0.1060
H -0.13 1.34 -1.01 0.0593
H 0.39 -1.55 -0.61 0.0929
H 0.51 0.23 -2.97 -0.1526
H -1.13 0.50 0.88 0.0998
H 2.06 0.85 2.21 0.0932
H -1.80 1.37 -1.30 0.0563
H -0.01 -1.85 1.17 0.1115

Entry 2:
16
Properties=species:S:1:pos:R:3:lowdin_charge:R:1 method="wB97M-V/def2-TZVPD" total_charge=+1 e_homo_ev="-12.81 / -12.73" lumo_energy_ev="-4.230 / -9.123" multiplicity=2 gap_ha="0.315 / 0.132" s2=0.756
S -0.24 0.78 -2.29 1.1703
O -2.12 -0.97 0.02 0.0949
N 0.08 -1.18 1.82 0.0720
C 0.27 0.71 0.34 -0.1964
C -1.03 -1.29 -0.33 -0.2548
C 0.88 1.24 -0.99 -0.4248
C 0.23 -0.81 0.46 -0.3827
H -0.96 -1.94 -1.21 0.1247
H 0.81 2.31 -0.91 0.0941
H 0.26 -2.09 2.22 0.1030
H -0.75 1.07 0.43 0.1179
H 1.89 0.89 -1.13 0.1042
H 0.85 1.20 1.12 0.1437
H -1.06 1.83 -2.10 -0.0075
H 1.15 -1.23 0.04 0.1475
H -0.24 -0.53 2.50 0.0939

Entry 3:
17
Properties=species:S:1:pos:R:3:lowdin_charge:R:1 method="wB97M-V/def2-TZVPD" total_charge=0 e_homo_ev=-7.80 lumo_energy_ev=-3.286 gap_ha=0.166
S 1.51 0.50 0.96 0.5253
S 0.64 -0.27 -0.84 0.6241
O -2.83 -0.33 0.47 -0.0456
N 1.85 -3.28 0.66 0.0340
C -2.89 0.00 -0.76 -0.3204
C -0.62 1.00 -0.88 -0.6712
C 1.21 2.18 1.33 -0.3593
C -1.90 0.61 -1.56 -0.0974
H 0.86 2.44 2.39 0.0405
H 1.90 2.86 0.76 0.0252
H 1.27 -3.90 1.24 0.0316
H 2.35 -2.77 1.31 -0.0370
H 1.18 -2.62 0.40 -0.0832
H -3.78 -0.41 -1.37 0.1250
H -0.31 1.94 -1.24 0.0594
H -2.04 0.59 -2.68 0.1168
H -0.85 1.17 0.16 0.0323

Entry 4:
15
Properties=species:S:1:pos:R:3:lowdin_charge:R:1 method="wB97M-V/def2-TZVPD" total_charge=0 e_homo_ev=-8.49 lumo_energy_ev=0.935 gap_ha=0.346 smiles=N[C@H]1CCCS1
S 1.68 1.03 0.00 0.7785
N 0.62 -0.49 2.35 0.0254
C 0.65 -0.32 0.90 -0.6698
C 0.77 0.69 -1.66 -0.4108
C -0.71 -0.27 0.26 -0.2364
C -0.52 -0.07 -1.31 -0.2315
H 1.40 0.06 2.72 0.0727
H -0.17 -0.04 2.65 0.0223
H 1.46 0.25 -2.51 0.1147
H -1.41 0.45 -1.62 0.0928
H 0.52 1.66 -1.89 0.0039
H -1.23 0.56 0.67 0.0906
H 1.21 -1.28 0.55 0.1242
H -0.61 -1.05 -1.70 0.0798
H -1.34 -1.22 0.44 0.1437

Entry 5:
15
Properties=species:S:1:pos:R:3:lowdin_charge:R:1 method="wB97M-V/def2-TZVPD" total_charge=0 e_homo_ev="-8.60 / -8.60" lumo_energy_ev="-0.501 / -0.502" gap_ha="0.297 / 0.297"
S 3.11 0.59 -0.26 0.8758
N 2.95 0.29 1.28 -0.4170
C -1.18 0.70 2.03 -0.1924
C -0.53 -0.08 0.91 -0.2214
C 2.07 -0.33 -1.12 -0.4746
C 1.92 -1.28 -2.01 -0.0466
H -2.16 1.26 1.73 0.0889
H 1.09 -1.59 -2.47 0.0006
H -1.56 0.11 2.83 0.0420
H -0.42 1.51 2.34 0.0871
H 2.77 -1.96 -2.25 0.0843
H 2.65 -0.66 1.54 -0.0170
H 0.20 -0.77 1.36 0.0436
H -1.17 -0.85 0.45 0.0568
H -0.03 0.50 -0.01 0.0897

Entry 6:
15
Properties=species:S:1:pos:R:3:lowdin_charge:R:1 method="wB97M-V/def2-TZVPD" total_charge=0 e_homo_ev=-8.76 lumo_energy_ev=-0.192 gap_ha=0.315 smiles="CN(C)CC=S"
S -3.46 -0.01 0.14 0.6736
N 0.44 0.01 -0.34 -0.2728
C 1.63 -0.77 0.08 -0.0946
C 0.41 1.46 0.07 -0.0724
C -0.77 -0.66 0.12 -0.3381
C -2.02 -0.22 -0.57 -0.6675
H -1.77 0.05 -1.60 0.0680
H 1.57 -1.78 -0.28 0.0690
H 1.71 -0.81 1.17 0.0808
H 0.52 1.57 1.16 0.0885
H -0.53 1.89 -0.22 0.0587
H -0.90 -0.65 1.23 0.1218
H -0.61 -1.70 -0.17 0.1175
H 2.55 -0.34 -0.33 0.0848
H 1.22 1.97 -0.45 0.0825

Entry 7:
15
Properties=species:S:1:pos:R:3:lowdin_charge:R:1 method="wB97M-V/def2-TZVPD" total_charge=0 e_homo_ev=-8.92 lumo_energy_ev=-0.640 gap_ha=0.304
S 2.00 -2.50 1.57 0.7271
N 2.28 -1.10 1.47 -0.4974
C -0.36 0.62 -0.97 -0.3457
C 0.19 -0.63 -0.43 -0.2223
C 0.68 0.66 0.14 -0.1925
C -1.73 1.16 -0.51 -0.0635
H 0.91 -1.24 -1.01 0.1021
H 1.66 1.18 -0.01 0.1134
H 0.64 -2.69 1.89 -0.1246
H -0.42 -1.20 0.21 0.0654
H -0.07 0.77 -2.01 0.1309
H -2.19 0.48 0.12 0.0464
H 0.21 0.94 1.11 0.1048
H -2.26 1.32 -1.42 0.0505
H -1.55 2.22 -0.14 0.1052

Entry 8:
15
Properties=species:S:1:pos:R:3:lowdin_charge:R:1 method="wB97M-V/def2-TZVPD" total_charge=0 e_homo_ev=-7.87 lumo_energy_ev=0.687 gap_ha=0.314 smiles="C=C(CC)SN"
S -1.23 -0.95 -0.32 0.8645
N -2.65 -0.03 -0.46 -0.3264
C -0.24 0.40 0.05 -0.5601
C -0.62 1.71 0.37 -0.0420
C 1.49 0.08 0.04 -0.2064
C 1.69 -1.36 -0.33 -0.1917
H -2.58 0.40 0.43 -0.0212
H 0.98 -1.87 0.39 0.0509
H 1.77 0.31 1.08 0.1001
H -3.42 -0.70 -0.41 0.0357
H 1.55 -1.73 -1.34 0.0662
H 0.23 2.34 0.50 0.0331
H 1.87 0.88 -0.51 0.0649
H 2.70 -1.73 0.06 0.0948
H -1.55 2.26 0.44 0.0375